DFT (ωB97M-V/def2-TZVPD) results for C3H6O3 in the gas phase in a non-equilibrium geometry.

Structure (XYZ):
```
12
Properties=species:S:1:pos:R:3:nbo_charge:R:1
C 1.934 -0.537 0.683 -0.284
C -0.378 -0.021 0.462 0.776
C -1.299 0.631 -0.574 -0.154
H 1.842 0.115 1.628 0.211
H 2.951 -0.215 0.141 0.202
H 1.967 -1.640 0.973 0.205
H -1.145 1.688 -0.330 0.187
H -2.421 0.329 -0.377 0.204
H 0.089 0.123 -1.818 0.502
O 0.844 -0.190 -0.238 -0.582
O -0.484 -0.208 1.635 -0.555
O -0.964 0.294 -1.852 -0.712
```

## Properties
Net charge: 0
Highest occupied orbital energy in eV: -10.288
Relative energy (zero: lowest compared OMol25 entry of this formula, charge and spin) in kcal per mole: 40.14
Max |F| in eV/A: 3.8
SMILES string: COC(=O)CO


DFT (ωB97M-V/def2-TZVPD) results for C4H5ClO in the gas phase in a non-equilibrium geometry.

Structure (XYZ):
```
11
Properties=species:S:1:pos:R:3:nbo_charge:R:1
C 1.514 0.449 -0.104 0.365
C -1.114 0.430 0.464 -0.333
C -0.707 -1.002 0.364 -0.406
C 0.267 -0.104 -0.523 -0.201
O 2.275 1.047 -0.827 -0.519
Cl -0.038 0.138 -2.185 0.027
H 1.866 0.297 1.041 0.114
H -1.941 0.590 -0.110 0.218
H -0.634 1.223 1.054 0.237
H -0.048 -1.563 1.133 0.246
H -1.439 -1.505 -0.306 0.252
```

## Properties
Net charge: 0
Highest occupied orbital energy in eV: -9.231
Relative energy (zero: lowest compared OMol25 entry of this formula, charge and spin) in kcal per mole: 44.07
Max |F| in eV/A: 5.2
SMILES string: O=CC1(Cl)CC1


DFT (ωB97M-V/def2-TZVPD) results for a molecular structure, C29H16IrN6O5S2 in a non-equilibrium geometry.

Structure (XYZ):
```
59
Properties=species:S:1:pos:R:3:nbo_charge:R:1
Ir 0.209 0.025 0.096 1.242
S -0.024 6.956 2.782 0.994
N -0.078 5.546 3.553 -0.601
C 0.013 4.604 2.631 0.172
C 0.001 3.172 2.886 -0.108
C -0.080 2.589 4.157 -0.094
C -0.090 1.220 4.258 -0.232
C -0.012 0.443 3.103 0.078
N 0.072 0.996 1.896 -0.445
C 0.062 2.342 1.781 0.244
C 0.110 2.877 0.416 0.139
N 0.127 1.969 -0.585 -0.419
C 0.407 2.353 -1.822 0.094
C 0.583 3.701 -2.139 -0.222
C 0.460 4.647 -1.153 -0.108
C 0.219 4.231 0.163 0.002
C 0.124 5.118 1.313 0.074
N 0.115 6.438 1.267 -0.580
H -0.150 3.222 5.032 0.254
H -0.164 0.729 5.219 0.252
H -0.022 -0.641 3.140 0.270
H 0.479 1.568 -2.565 0.257
H 0.822 3.978 -3.156 0.252
H 0.580 5.701 -1.366 0.253
O -0.742 -1.995 -3.286 -0.560
C -0.660 -1.458 -2.211 0.737
O 0.309 -0.730 -1.765 -0.695
C -1.777 -1.550 -1.215 0.154
C -2.818 -2.456 -1.449 -0.222
C -3.805 -2.572 -0.527 -0.081
C -3.801 -1.733 0.606 -0.115
C -4.835 -1.794 1.570 -0.148
C -4.856 -0.938 2.627 -0.199
C -3.845 0.035 2.751 -0.156
C -2.827 0.108 1.845 -0.245
C -2.755 -0.795 0.764 0.239
N -1.710 -0.761 -0.151 -0.386
H -2.783 -3.041 -2.357 0.271
H -4.611 -3.284 -0.658 0.236
H -5.614 -2.536 1.446 0.229
H -5.654 -0.985 3.356 0.234
H -3.880 0.738 3.574 0.225
H -2.081 0.866 1.934 0.208
O 0.836 -2.565 2.787 -0.597
C 1.665 -2.216 1.972 0.669
N 1.412 -1.514 0.825 -0.917
S 2.763 -0.930 0.087 2.259
O 2.931 -1.364 -1.256 -0.851
O 2.570 0.536 0.294 -0.915
C 3.887 -1.742 1.161 -0.253
C 5.266 -1.808 1.100 -0.191
C 5.897 -2.625 2.028 -0.180
C 5.163 -3.326 2.982 -0.172
C 3.777 -3.240 3.029 -0.153
C 3.143 -2.447 2.094 -0.151
H 5.825 -1.250 0.361 0.243
H 6.974 -2.721 2.006 0.235
H 5.683 -3.955 3.693 0.233
H 3.193 -3.777 3.764 0.246
```

## Properties
Net charge: +1
Highest occupied orbital energy in eV: -11.647
Relative energy (zero: lowest compared OMol25 entry of this formula, charge and spin) in kcal per mole: 2.37
Max |F| in eV/A: 1.4


DFT (ωB97M-V/def2-TZVPD) results for a molecular structure, C8H16AsCsF6O4S2 in a non-equilibrium geometry.

Structure (XYZ):
```
38
Properties=species:S:1:pos:R:3:lowdin_charge:R:1
Cs 1.127 -0.091 0.776 1.154
As 4.914 -1.470 -1.139 0.730
F 4.366 -0.549 -2.515 -0.266
F 5.878 -2.456 -2.181 -0.250
F 5.481 -2.451 0.196 -0.271
F 3.971 -0.482 0.003 -0.412
F 3.523 -2.510 -1.197 -0.277
F 6.186 -0.284 -0.982 -0.266
C -3.421 -3.559 2.719 -0.231
C -3.739 -4.292 1.420 -0.219
C -2.606 -3.900 0.444 -0.199
S -1.086 -3.851 1.460 0.699
O -0.500 -2.541 1.310 -0.494
O -0.288 -5.046 1.298 -0.297
C -1.966 -3.826 3.077 -0.200
H -4.090 -3.847 3.532 0.118
H -3.573 -2.486 2.576 0.118
H -4.735 -4.038 1.061 0.117
H -3.747 -5.377 1.559 0.120
H -2.844 -2.869 0.183 0.100
H -2.604 -4.573 -0.407 0.108
H -1.454 -3.043 3.630 0.098
H -1.830 -4.783 3.576 0.108
C -1.009 4.979 -0.934 -0.215
C 0.263 5.783 -1.120 -0.215
C 1.494 4.864 -1.008 -0.216
S 0.979 3.321 -1.789 0.726
O 1.199 2.279 -0.770 -0.560
O 1.479 3.320 -3.145 -0.297
C -0.819 3.729 -1.793 -0.204
H -1.845 5.580 -1.304 0.116
H -1.330 4.760 0.086 0.116
H 0.430 6.571 -0.381 0.119
H 0.343 6.293 -2.080 0.123
H 1.893 4.646 -0.020 0.104
H 2.336 5.268 -1.569 0.108
H -1.424 2.827 -1.757 0.103
H -0.951 4.104 -2.815 0.103
```

## Properties
Net charge: 0
Highest occupied orbital energy in eV: -11.101
Relative energy (zero: lowest compared OMol25 entry of this formula, charge and spin) in kcal per mole: 21.09
Max |F| in eV/A: 1.9


DFT (ωB97M-V/def2-TZVPD) results for C7H13NO in the gas phase in a non-equilibrium geometry.

Structure (XYZ):
```
22
Properties=species:S:1:pos:R:3:nbo_charge:R:1
C 0.608 -0.213 0.963 0.250
C 0.376 -1.685 0.729 -0.718
C -0.113 0.298 2.209 -0.620
C 0.454 2.193 -0.171 -0.668
C 0.081 0.747 -0.283 0.062
C -0.616 0.348 -1.360 -0.099
C -1.549 -1.328 -2.649 -0.033
O 1.982 0.089 1.130 -0.725
N -0.911 -0.978 -1.617 -0.427
H 2.480 -0.340 0.423 0.469
H -0.816 1.056 -2.172 0.161
H -0.208 -2.139 1.527 0.210
H -0.215 -1.761 -0.301 0.293
H 1.312 -2.226 0.617 0.207
H -1.191 0.208 2.077 0.215
H 0.194 -0.301 3.070 0.218
H 0.142 1.338 2.394 0.213
H 0.500 2.681 -1.146 0.215
H 1.416 2.288 0.328 0.240
H -0.285 2.718 0.438 0.221
H -1.804 -2.366 -2.766 0.174
H -1.837 -0.627 -3.440 0.142
```

## Properties
Net charge: 0
Highest occupied orbital energy in eV: -8.899
Relative energy (zero: lowest compared OMol25 entry of this formula, charge and spin) in kcal per mole: 53.73
Max |F| in eV/A: 3.0
SMILES string: C=N/C=C(/C)C(C)(C)O


DFT (ωB97M-V/def2-TZVPD) results for a molecular structure, C28H39AsFN11O2S2Ti in a non-equilibrium geometry.

Structure (XYZ):
```
85
Properties=species:S:1:pos:R:3:lowdin_charge:R:1
Ti -0.819 -0.058 0.362 0.881
O -0.968 1.477 -0.900 -0.339
N -1.748 1.369 -1.981 -0.199
C -1.160 0.968 -3.123 -0.046
C -1.849 0.823 -4.291 -0.102
C -3.231 1.066 -4.272 -0.104
C -3.824 1.469 -3.115 -0.118
C -3.102 1.649 -1.895 -0.746
S -3.816 2.213 -0.488 0.563
H -0.101 0.775 -3.021 0.126
H -1.337 0.525 -5.194 0.074
H -3.820 0.928 -5.172 0.093
H -4.883 1.673 -3.067 0.085
O -1.995 -0.911 -0.815 -0.323
N -2.077 -1.436 0.502 -0.215
C -2.389 -2.833 0.613 -0.342
C -2.812 -3.605 -0.480 -0.306
N -3.181 -4.248 -1.382 0.041
C -2.371 -3.463 1.856 -0.275
N -2.361 -3.999 2.901 0.078
C 2.499 4.623 0.470 -0.377
As 1.436 2.936 0.409 1.126
C 2.489 2.094 1.846 -0.338
C 2.450 2.243 -1.129 -0.346
H 3.573 4.412 0.499 0.004
H 2.228 5.203 1.355 -0.001
H 2.283 5.228 -0.413 0.000
H 3.555 2.062 1.604 0.012
H 2.114 1.081 1.995 -0.010
H 2.343 2.665 2.765 0.011
H 3.518 2.195 -0.899 0.013
H 2.295 2.903 -1.985 0.015
H 2.079 1.246 -1.370 -0.019
C 2.418 -2.365 1.557 0.010
C 1.317 -2.071 2.514 -0.323
N 0.134 -1.602 2.223 0.104
C -0.565 -1.515 3.408 -0.147
C 0.198 -1.952 4.431 -0.074
N 1.408 -2.324 3.859 -0.045
C 2.463 -2.967 4.569 -0.079
N 2.641 -4.324 4.079 -0.071
N 3.867 -4.843 3.936 0.022
N 3.778 -6.037 3.490 0.045
C 2.440 -6.329 3.303 -0.251
C 1.809 -7.474 2.805 -0.043
C 0.441 -7.438 2.698 -0.089
C -0.308 -6.297 3.076 -0.071
C 0.290 -5.172 3.578 -0.002
C 1.691 -5.220 3.681 -0.161
H 2.083 -2.119 0.557 0.022
H 2.697 -3.421 1.591 0.077
H 3.309 -1.772 1.782 0.087
H -1.582 -1.168 3.428 0.103
H 0.003 -2.063 5.485 0.112
H 2.173 -2.974 5.618 0.130
H 3.425 -2.465 4.476 0.130
H 2.387 -8.335 2.495 0.100
H -0.081 -8.296 2.296 0.094
H -1.383 -6.286 2.945 0.087
H -0.300 -4.297 3.824 0.065
F 0.973 -0.059 0.174 -0.446
C -1.330 1.189 2.019 -0.274
H -2.267 0.843 2.464 -0.024
H -1.478 2.229 1.717 -0.047
H -0.553 1.173 2.801 -0.031
C 4.730 -2.409 -4.487 -0.085
N 3.934 -1.338 -3.898 -0.259
C 4.570 -0.793 -2.704 -0.121
C 2.576 -1.703 -3.740 -0.803
S 1.905 -2.068 -2.288 0.798
N 1.908 -1.784 -4.926 -0.216
C 2.263 -0.941 -6.058 -0.063
C 0.520 -2.226 -4.949 -0.078
H 4.874 -3.234 -3.776 0.091
H 5.708 -2.017 -4.773 0.080
H 4.237 -2.800 -5.375 0.078
H 5.531 -0.366 -3.001 0.080
H 4.732 -1.554 -1.933 0.071
H 3.944 -0.013 -2.278 0.057
H 3.247 -0.511 -5.911 0.076
H 1.534 -0.131 -6.165 0.086
H 2.257 -1.526 -6.982 0.082
H 0.310 -2.850 -4.088 0.049
H 0.345 -2.792 -5.867 0.085
H -0.164 -1.377 -4.918 0.068
```

## Properties
Net charge: -2
Highest occupied orbital energy in eV: 0.385
Max |F| in eV/A: 2.2